A 2-piece molecular cluster, C9H14 overall at a distorted geometry, computed with ωB97M-V/def2-TZVPD.

SMILES: Cc1ccccc1.CC
Kohn-Sham gap in eV: 9.878
M in g mol⁻¹: 122.21
Highest occupied orbital energy in eV: -8.9
Largest force on an atom in eV Å⁻¹: 3.41

The geometry in ORCA input format:
```
! wB97M-V def2-TZVPD RIJCOSX def2/J DEFGRID3
* xyz 0 1
C 1.169 0.090 0.516
H 1.237 -1.458 1.923
H -4.295 -0.418 0.960
H -1.419 0.337 1.036
C 1.710 1.967 -1.090
H -3.877 0.464 2.330
C 1.463 0.557 -0.772
H 1.983 -2.488 -2.213
H -2.416 0.579 -0.518
C -2.361 0.750 0.615
C 1.756 -0.429 -1.741
H 1.337 -3.255 -0.022
H -2.483 1.811 0.855
C -3.389 -0.045 1.488
C 1.748 -1.749 -1.415
C 1.294 -1.275 0.889
H 0.922 0.754 1.339
H 1.295 2.189 -2.129
H 1.066 2.658 -0.406
H -2.845 -0.870 1.993
H 2.774 2.125 -0.736
C 1.465 -2.157 -0.109
H 1.866 -0.139 -2.792
*
```

Löwdin atomic charge list, values in e, 5 entries: C -0.064; H 0.090; H 0.061; H 0.033; C -0.079